Record 1
A structure of composition C43H33CaCl5FN2O4PSi. Source: OMol25; level of theory: ωB97M-V with the def2-TZVPD basis set.

Structure (XYZ):
```
91
Properties=species:S:1:pos:R:3:forces:R:3:lowdin_charge:R:1
Ca -0.282653 1.133769 0.336492 0.13 -0.06 -0.29 1.3881
O -3.760892 1.110936 -1.784112 -0.02 -0.02 0.08 0.0078
C -2.704293 0.556879 -2.082636 0.03 -0.10 -0.16 -0.6476
O -1.556537 0.711860 -1.568820 0.14 0.00 0.21 -0.2216
C -2.735218 -0.423604 -3.265678 -0.15 0.09 0.07 -0.1233
C -3.713181 -0.203207 -4.237682 0.03 0.00 0.01 -0.0336
C -3.773240 -0.972270 -5.384652 0.00 0.02 0.03 -0.0976
C -2.848553 -1.995209 -5.570584 0.01 0.00 0.00 -0.1024
C -1.896023 -2.236144 -4.597770 0.02 -0.04 0.00 -0.1131
C -1.831605 -1.471801 -3.428297 0.11 -0.12 0.00 -0.2914
P -0.521564 -1.843343 -2.166120 -0.07 0.09 -0.02 1.1543
C 0.915228 -1.436261 -3.251134 -0.07 -0.03 0.01 -0.3417
C 1.069113 -0.078081 -3.540461 0.00 0.03 0.01 -0.0897
C 2.103277 0.356360 -4.351370 0.03 0.04 0.03 -0.0898
C 3.018115 -0.551280 -4.870241 0.01 0.02 0.01 -0.1016
C 2.874340 -1.898998 -4.586861 0.01 -0.02 -0.01 -0.0965
C 1.823073 -2.339682 -3.791296 0.04 -0.01 -0.06 -0.0974
C -0.528867 -3.682756 -2.153753 0.07 -0.02 -0.01 -0.3678
C -1.676955 -4.448969 -2.360998 0.00 0.02 -0.02 -0.1010
C -1.677164 -5.819208 -2.136659 -0.01 0.01 -0.01 -0.1045
C -0.527804 -6.460008 -1.700342 0.01 -0.02 -0.01 -0.1170
C 0.619015 -5.710653 -1.474546 0.00 -0.02 0.04 -0.0956
C 0.612919 -4.340987 -1.683367 0.04 -0.01 0.07 -0.1319
H -4.413020 0.600697 -4.050205 -0.01 0.00 -0.02 0.1088
H -4.529387 -0.772808 -6.135479 0.00 -0.01 -0.01 0.0898
H -2.865296 -2.599623 -6.470378 -0.01 0.01 0.00 0.0905
H -1.176808 -3.033894 -4.745432 0.00 -0.01 -0.01 0.1035
H 0.373536 0.638328 -3.117873 0.00 -0.01 0.03 0.1006
H 2.210706 1.415360 -4.548404 0.02 0.01 0.00 0.0937
H 3.845055 -0.204825 -5.478281 0.00 0.00 0.00 0.0944
H 3.582913 -2.619332 -4.979539 0.00 0.01 -0.01 0.0934
H 1.722467 -3.399882 -3.604558 0.00 0.01 -0.02 0.0825
H -2.588157 -3.973721 -2.700209 -0.01 0.04 0.00 0.0994
H -2.586631 -6.384189 -2.305446 0.01 -0.01 0.01 0.0929
H -0.527511 -7.529422 -1.526954 0.00 0.00 0.00 0.0885
H 1.522184 -6.188547 -1.114261 0.00 -0.01 0.00 0.0972
H 1.509141 -3.771715 -1.459939 -0.09 -0.01 0.05 0.0729
C 2.164726 3.093153 2.134763 -0.01 -0.02 0.02 -0.1569
Si 1.437898 1.964448 3.439669 -0.05 -0.06 0.02 0.3673
C 2.915210 1.144256 4.300638 -0.02 0.07 -0.03 -0.1776
C 0.581124 3.083508 4.707015 0.04 -0.02 -0.02 -0.1668
N 0.382493 0.827793 2.718023 0.04 0.12 -0.24 -0.1332
C -0.183901 -0.199075 3.366089 -0.13 -0.13 0.15 -0.3603
C -0.153373 -0.460315 4.765473 0.06 0.06 0.01 -0.0545
C -0.759741 -1.559095 5.350604 0.02 0.02 0.07 -0.1366
C -1.459195 -2.493234 4.599833 -0.03 -0.03 -0.10 -0.1447
C -1.542883 -2.280398 3.223403 0.01 0.01 0.05 -0.0515
C -0.936380 -1.182161 2.675873 -0.04 -0.02 -0.08 -0.2476
F -1.087053 -1.013947 1.312773 0.08 0.10 0.00 -0.0643
H 2.952388 3.693080 2.601899 0.01 0.03 -0.04 0.0284
H 1.435354 3.774558 1.692615 -0.03 0.00 0.03 0.0168
H 2.605559 2.530284 1.309207 0.03 -0.03 0.02 0.0160
H 3.592225 1.910454 4.690641 0.03 -0.01 0.01 0.0161
H 3.466830 0.541986 3.574349 0.01 0.00 -0.02 0.0233
H 2.633189 0.487999 5.125186 -0.03 0.00 0.01 0.0070
H 1.270146 3.854822 5.064677 0.00 0.01 0.01 0.0189
H 0.207428 2.535362 5.574909 0.00 -0.01 0.00 0.0103
H -0.272082 3.587728 4.244427 0.00 0.00 -0.03 0.0150
H 0.368817 0.244037 5.400411 0.00 0.00 0.00 0.0713
H -0.682632 -1.679780 6.426547 -0.01 -0.02 -0.01 0.0868
H -1.928926 -3.354561 5.055747 0.00 0.00 0.01 0.0768
H -2.073973 -2.953546 2.561441 -0.01 -0.02 0.02 0.1109
Cl 7.068067 -1.301952 -1.938386 0.01 0.01 0.00 0.5759
C 5.513291 -0.626461 -1.482700 0.06 0.02 -0.02 -0.6946
C 4.627642 -1.391071 -0.745243 -0.05 0.06 0.00 -0.1608
C 3.401273 -0.853040 -0.408575 0.07 -0.12 0.01 -0.5675
Cl 2.310340 -1.797766 0.565501 -0.04 0.01 -0.06 0.7123
C 2.965318 0.442702 -0.800704 0.06 0.02 0.07 -0.5304
O 1.819164 0.903456 -0.524125 -0.25 0.06 -0.01 -0.2667
C 3.957291 1.176584 -1.514307 -0.07 -0.05 -0.02 -0.5912
Cl 3.555044 2.798444 -1.990111 -0.02 0.02 -0.02 0.6810
C 5.191233 0.666176 -1.860037 -0.02 -0.07 0.00 -0.1651
H 4.885440 -2.391601 -0.427938 0.01 -0.01 0.00 0.0946
H 5.885634 1.270804 -2.426321 0.01 -0.01 0.00 0.0946
Cl -0.267490 6.362811 0.074960 0.03 0.00 -0.05 0.6430
C -1.313576 5.414228 1.093570 0.07 -0.04 0.16 -0.5954
C -2.079476 6.083589 2.047466 0.03 0.02 -0.02 -0.1607
C -2.900215 5.392056 2.889579 -0.02 -0.10 0.03 -0.6283
Cl -3.834709 6.264287 4.091714 0.00 0.03 0.00 0.6094
C -3.011666 3.984609 2.790467 -0.12 0.05 0.01 -0.1903
C -3.882658 3.210103 3.590218 0.04 0.01 0.01 -0.0433
C -3.973256 1.866312 3.383721 0.05 -0.05 -0.07 -0.0481
C -3.185361 1.283650 2.373506 0.01 -0.15 0.03 -0.1236
N -2.342160 1.962507 1.642481 0.20 0.24 -0.07 0.0769
C -2.234174 3.304220 1.821838 -0.08 0.15 0.03 -0.1346
C -1.287816 4.013641 0.954459 -0.16 0.17 -0.02 -0.4360
O -0.532569 3.408602 0.143243 0.00 -0.20 0.13 -0.1912
H -2.006628 7.160672 2.117278 -0.01 0.00 0.01 0.0933
H -4.468782 3.701414 4.355124 -0.01 -0.01 0.00 0.0767
H -4.626367 1.241038 3.977484 -0.02 0.02 0.00 0.0977
H -3.245779 0.218823 2.177513 -0.01 0.01 0.02 0.1080
```
Forces are in eV/Å.

## Properties
Total energy: -5778.5563 hartree
Energy above the lowest of the compared OMol25 structures with the same formula, charge and spin: 0.000 eV
Orbital gap: 0.23255 Ha
Charge: -2
Lowest unoccupied orbital energy: 4.005 eV

---

Record 2
A cluster of 7 separate species, C43H35N2O24 in total. Source: OMol25; level of theory: ωB97M-V with the def2-TZVPD basis set.

Structure (XYZ):
```
104
Properties=species:S:1:pos:R:3:forces:R:3:lowdin_charge:R:1
N -2.628162 -0.852860 -2.221413 -1.12 -0.16 1.38 -0.0337
C -2.561510 0.133990 -1.062199 1.18 0.94 0.50 -0.2645
C -3.776519 1.227986 -1.019650 0.44 0.02 -0.60 -0.1649
C -5.289039 0.622598 -1.119480 -4.31 -0.73 -0.04 -0.0588
C -6.533587 1.739282 -1.076305 -1.67 -3.94 -0.45 0.0770
C -8.094207 1.254055 -1.211470 3.68 -3.53 -0.23 0.0227
C -8.365895 -0.376482 -1.404831 2.99 1.57 0.45 0.0433
N -7.204861 -1.393467 -1.407847 0.58 5.60 0.47 0.0196
C -5.733824 -0.943758 -1.275198 -1.49 2.93 0.15 0.0702
H -3.444321 -0.675827 -2.846960 1.00 -0.09 0.73 0.0628
H -2.742858 -1.813003 -1.822942 0.19 1.11 -0.63 0.0653
H -2.386769 -0.398300 -0.007826 -0.76 1.00 -2.47 0.1142
H -1.559579 0.758481 -1.242810 -2.32 -1.11 0.55 0.1097
H -3.613530 1.941368 -0.077937 -0.77 -1.74 -1.92 0.1433
H -3.629819 1.936474 -1.968699 -0.56 -1.55 1.94 0.1428
H -6.336233 2.891481 -0.946509 -0.25 -2.43 -0.36 0.0964
H -9.000400 2.000804 -1.190368 2.04 -1.78 -0.07 0.1141
H -9.453347 -0.833749 -1.548441 2.72 1.05 0.38 0.1391
H -7.443868 -2.405351 -1.504124 0.44 1.28 0.10 0.1450
H -4.920486 -1.783793 -1.307746 -1.95 1.75 0.12 0.1191
C 3.566019 2.618978 -2.389125 -0.29 -0.26 -0.22 0.0815
C 4.006383 2.990411 -1.185449 1.41 1.32 -0.36 -0.1999
C 3.425124 2.419444 0.061054 -0.03 -0.07 1.15 -0.3008
O 3.863344 2.766013 1.152322 -0.21 -0.10 -1.00 0.1174
C 2.326639 1.449792 -0.072003 0.14 0.15 0.13 0.0779
C 1.884094 1.081105 -1.275693 -1.22 -1.10 0.47 -0.2091
C 2.484009 1.631326 -2.522085 0.27 0.23 -1.12 -0.3057
O 2.068275 1.259393 -3.614325 0.01 0.06 0.96 0.1080
O 0.850249 0.172333 -1.407951 1.26 1.17 -0.60 0.0517
O 5.021262 3.920182 -1.052520 -1.52 -1.40 0.55 0.0728
H 3.980993 3.024275 -3.303375 -0.03 -0.04 0.05 0.1397
H 1.901232 1.056094 0.842200 0.06 0.01 -0.03 0.1338
H 0.715697 0.069272 -2.375306 0.07 -0.02 0.32 0.1141
H 5.159814 4.018638 -0.085366 0.12 0.03 -0.37 0.1161
C -1.094281 -1.993198 3.087786 -0.48 0.01 -0.42 0.0806
C -0.566055 -2.473029 4.215376 1.92 0.95 0.29 -0.2045
C -1.284583 -3.486814 5.036103 -0.21 -0.80 0.95 -0.3065
O -0.765521 -3.923170 6.057465 -0.17 0.54 -0.94 0.1215
C -2.612867 -3.926214 4.580923 0.12 0.13 0.15 0.0756
C -3.142406 -3.443678 3.455138 -1.36 -0.73 0.09 -0.2216
C -2.411865 -2.450844 2.620439 0.54 0.43 -0.26 -0.3018
O -2.916549 -2.039407 1.581125 -0.15 -0.30 0.33 0.0604
O -4.391449 -3.850256 3.022955 1.48 0.93 -0.25 0.0752
O 0.670748 -2.045663 4.662364 -1.91 -1.12 -0.10 0.0910
H -0.581981 -1.257697 2.480408 -0.01 -0.06 0.03 0.1346
H -3.131886 -4.650011 5.196126 0.05 0.02 -0.04 0.1450
H -4.550223 -3.360607 2.186573 0.12 -0.23 0.45 0.1058
H 0.832053 -2.539804 5.495481 -0.01 0.20 -0.28 0.1221
C -5.515058 6.432488 0.345944 -0.28 -0.39 -0.49 0.0713
C -5.598464 7.480511 1.167779 1.81 0.02 1.35 -0.1997
C -6.753172 8.419089 1.109840 -0.71 1.10 0.37 -0.2967
O -6.811605 9.362468 1.890630 0.35 -0.96 -0.58 0.1264
C -7.791241 8.172890 0.096728 0.12 0.13 0.23 0.0875
C -7.705890 7.126787 -0.727304 -1.46 0.18 -1.04 -0.2079
C -6.565404 6.173078 -0.650731 0.74 -0.30 0.22 -0.3055
O -6.523962 5.210371 -1.409438 -0.31 0.17 0.20 0.0612
O -8.676552 6.891023 -1.683561 1.63 -0.45 0.97 0.0819
O -4.613757 7.732267 2.105378 -1.90 0.18 -1.22 0.0923
H -4.682488 5.741058 0.378670 -0.03 0.07 0.01 0.1330
H -8.615869 8.872794 0.053586 0.05 -0.04 0.01 0.1433
H -8.389442 6.076667 -2.151422 -0.14 0.43 0.16 0.1129
H -4.903959 8.543118 2.577163 0.13 -0.28 -0.14 0.1225
C 0.878832 -8.871433 1.797597 -0.46 0.11 -0.03 0.0731
C 1.964748 -8.508346 2.482926 1.23 -1.49 -0.27 -0.2242
C 2.003710 -7.233953 3.252367 0.44 0.65 0.64 -0.3192
O 3.008908 -6.936170 3.887909 -0.62 -0.39 -0.61 0.1162
C 0.814689 -6.368357 3.212733 0.20 -0.04 0.06 0.0812
C -0.269851 -6.729993 2.524522 -0.93 1.31 0.29 -0.1954
C -0.318459 -8.017037 1.778004 -0.19 -0.95 -0.64 -0.3027
O -1.336156 -8.330717 1.169682 0.49 0.58 0.49 0.1047
O -1.389766 -5.920009 2.480786 0.97 -1.44 -0.44 0.0709
O 3.094819 -9.304978 2.503866 -1.20 1.67 0.41 0.0885
H 0.836046 -9.796033 1.235811 -0.01 0.06 0.04 0.1412
H 0.862874 -5.436671 3.761713 0.03 -0.05 0.01 0.1295
H -2.038025 -6.401189 1.921565 0.27 0.10 0.23 0.1197
H 3.740768 -8.826635 3.067972 -0.23 -0.22 -0.21 0.1203
C 7.389216 8.131423 -3.057835 0.08 0.36 0.04 0.0780
C 7.277152 6.930211 -2.487527 -0.62 -1.14 -1.42 -0.2055
C 7.614913 6.720655 -1.052383 0.20 -0.38 0.95 -0.3016
O 7.483848 5.609447 -0.551334 -0.02 0.61 -0.55 0.0986
C 8.104934 7.875640 -0.283951 -0.13 -0.42 -0.03 0.0774
C 8.220214 9.075991 -0.855362 0.70 1.18 1.43 -0.2072
C 7.856249 9.291150 -2.282726 -0.15 0.57 -1.02 -0.3054
O 7.955473 10.410061 -2.775019 0.03 -0.74 0.65 0.1089
O 8.682651 10.165146 -0.139757 -0.73 -1.03 -1.61 0.0825
O 6.841372 5.834911 -3.210394 0.66 1.00 1.59 0.0772
H 7.145012 8.298376 -4.099378 0.02 0.00 0.07 0.1382
H 8.363790 7.705545 0.753256 -0.02 0.01 -0.06 0.1378
H 8.673589 10.916025 -0.772686 0.01 -0.29 0.25 0.1180
H 6.844723 5.085479 -2.575870 -0.09 0.26 -0.20 0.1004
C 3.110212 -7.506151 -1.747554 0.02 -0.10 -0.21 0.0824
C 3.517345 -6.754950 -0.722537 -1.36 -0.07 0.95 -0.1974
C 4.882013 -6.159561 -0.693771 0.94 0.54 0.30 -0.3028
O 5.221119 -5.458045 0.252746 -0.59 -0.54 -0.50 0.1111
C 5.783407 -6.447452 -1.820362 -0.12 0.19 0.38 0.0794
C 5.377258 -7.201525 -2.843622 1.55 -0.10 -1.22 -0.2068
C 4.003602 -7.773783 -2.885143 -0.81 -0.63 -0.50 -0.3030
O 3.653003 -8.447836 -3.847895 0.52 0.58 0.66 0.1113
O 6.220139 -7.478299 -3.904350 -1.75 -0.04 1.11 0.0845
O 2.684142 -6.501216 0.351480 1.53 0.19 -0.93 0.0687
H 2.120244 -7.943261 -1.782455 0.05 0.02 -0.01 0.1369
H 6.778413 -6.023267 -1.778323 -0.06 -0.02 0.00 0.1396
H 5.694896 -8.039952 -4.515223 0.23 0.22 0.23 0.1184
H 3.207341 -5.934644 0.959375 -0.11 -0.14 -0.26 0.1167
```
Forces are in eV/Å.

## Properties
Total energy: -3574.2542 hartree
Orbital gap: 0.21386 Ha
Charge: +1
Lowest unoccupied orbital energy: -5.037 eV

---

Among the records above, which one has the highest lowest unoccupied orbital energy? C43H33CaCl5FN2O4PSi

---

Which of these has the lowest total energy? C43H33CaCl5FN2O4PSi

---

total energy of number 2 (C43H35N2O24)? -3574.2542 hartree